# C34H36FeNO3P3Te

A molecular structure, C34H36FeNO3P3Te in a non-equilibrium geometry (ωB97M-V/def2-TZVPD, OMol25).

Last column: Mulliken charge in e.
Cartesian coordinates (Å):
Fe1 -0.04 1.21 1.04  0.333
C1 2.46 3.11 -0.20  -0.902
P1 2.14 1.28 0.08  1.834
C2 3.33 1.02 1.44  0.474
C3 4.68 0.71 1.29  -0.262
C4 5.50 0.63 2.40  -0.788
C5 4.99 0.89 3.67  -0.549
C6 3.65 1.21 3.83  -0.806
C7 2.82 1.26 2.72  -0.256
C8 2.95 0.47 -1.32  0.416
C9 2.92 1.02 -2.60  -0.651
C10 3.51 0.34 -3.66  -0.680
C11 4.09 -0.90 -3.45  -0.584
C12 4.08 -1.47 -2.19  -0.706
C13 3.49 -0.80 -1.13  -0.526
C14 1.14 3.73 -0.51  0.095
C15 0.78 4.76 -1.36  -1.182
C16 -0.63 4.83 -1.33  -1.093
C17 -1.05 3.83 -0.47  0.008
C18 -2.40 3.30 -0.10  -0.652
P2 -2.16 1.45 -0.10  1.679
C19 -3.38 0.98 1.17  0.607
C20 -4.69 0.57 0.96  -0.230
C21 -5.51 0.31 2.04  -0.774
C22 -5.04 0.48 3.34  -0.530
C23 -3.73 0.89 3.56  -0.915
C24 -2.91 1.13 2.48  -0.044
C25 -2.90 0.86 -1.64  0.301
C26 -2.96 1.64 -2.79  -0.719
C27 -3.46 1.11 -3.96  -0.673
C28 -3.85 -0.21 -4.01  -0.638
C29 -3.76 -1.01 -2.88  -0.870
C30 -3.28 -0.48 -1.70  -0.453
N1 0.03 3.18 0.04  -0.088
H1 3.19 3.26 -1.00  0.514
H2 2.89 3.50 0.73  0.401
H3 5.08 0.53 0.31  0.519
H4 6.54 0.38 2.28  0.437
H5 5.64 0.85 4.53  0.401
H6 3.26 1.43 4.81  0.426
H7 1.76 1.50 2.82  0.044
H8 2.45 1.97 -2.77  0.462
H9 3.51 0.78 -4.64  0.413
H10 4.56 -1.42 -4.27  0.381
H11 4.52 -2.45 -2.03  0.405
H12 3.45 -1.25 -0.15  0.435
H13 1.44 5.38 -1.92  0.495
H14 -1.24 5.51 -1.87  0.502
H15 -3.18 3.62 -0.79  0.511
H16 -2.68 3.59 0.92  0.412
H17 -5.06 0.46 -0.05  0.501
H18 -6.53 0.00 1.88  0.424
H19 -5.69 0.28 4.18  0.403
H20 -3.36 1.02 4.57  0.417
H21 -1.87 1.45 2.62  -0.005
H22 -2.60 2.66 -2.77  0.378
H23 -3.54 1.73 -4.85  0.418
H24 -4.23 -0.63 -4.94  0.398
H25 -4.06 -2.05 -2.92  0.421
H26 -3.21 -1.09 -0.81  0.594
C31 3.00 -4.05 1.85  -1.291
C32 1.64 -4.10 1.18  -0.065
O1 0.97 -2.87 1.38  -0.197
P3 -0.17 -2.29 0.37  -0.024
O2 -0.37 -0.89 0.84  -0.477
Te1 0.31 -2.68 -1.91  -0.247
O3 -1.52 -3.05 0.85  -0.322
C33 -1.87 -4.33 0.38  -0.235
C34 -3.16 -4.27 -0.42  -1.099
H27 3.48 -5.03 1.79  0.400
H28 2.89 -3.79 2.90  0.297
H29 3.64 -3.31 1.38  0.240
H30 1.04 -4.92 1.60  0.307
H31 1.74 -4.27 0.10  0.314
H32 -1.99 -4.97 1.26  0.329
H33 -1.06 -4.74 -0.24  0.356
H34 -3.92 -3.77 0.17  0.307
H35 -3.49 -5.28 -0.66  0.451
H36 -3.00 -3.71 -1.34  0.069

Results
multiplicity = 5
max |F| = 2.2 eV/Å
HOMO-LUMO gap (spin up / spin down) = 6.77 / 6.65 eV
HOMO level (spin up / spin down) = -6.971 / -6.970 eV
LUMO level (spin up / spin down) = -0.20 / -0.32 eV

# C34H36INO10P

A molecular structure, C34H36INO10P (ωB97M-V/def2-TZVPD, OMol25).

Last column: Mulliken charge in e.
Cartesian coordinates (Å):
C1 3.67 -0.84 -2.60  -0.800
P1 4.92 0.41 -2.10  0.174
O1 6.09 -0.57 -1.50  -0.503
C2 5.60 0.88 -3.79  0.679
I1 3.85 1.83 -4.69  0.095
C3 6.04 -0.30 -4.69  -1.808
C4 7.51 -0.26 -5.12  1.734
C5 7.71 0.65 -6.34  -1.814
C6 7.94 -1.67 -5.53  -1.822
N1 8.36 0.18 -3.98  0.699
O2 8.58 -0.73 -3.12  -0.642
C7 8.12 1.55 -3.46  1.642
C8 9.07 2.54 -4.20  -1.729
C9 8.45 1.61 -1.97  -1.703
C10 6.65 2.00 -3.69  -2.558
H1 3.81 -1.21 -3.61  0.355
H2 2.67 -0.42 -2.53  0.088
H3 3.71 -1.68 -1.90  0.433
H4 6.06 -1.47 -1.83  0.328
H5 5.84 -1.25 -4.18  0.550
H6 5.45 -0.31 -5.60  0.448
H7 7.49 1.69 -6.13  0.320
H8 7.04 0.31 -7.13  0.454
H9 8.75 0.58 -6.68  0.409
H10 8.99 -1.69 -5.82  0.445
H11 7.35 -1.96 -6.40  0.368
H12 7.75 -2.39 -4.74  0.401
H13 8.54 3.38 -4.63  0.325
H14 9.83 2.91 -3.52  0.506
H15 9.61 2.01 -4.99  0.323
H16 9.38 1.10 -1.75  0.457
H17 8.56 2.66 -1.71  0.501
H18 7.65 1.20 -1.36  0.245
H19 6.57 2.62 -4.57  0.790
H20 6.38 2.63 -2.84  0.579
C11 -0.79 -0.54 0.25  -0.438
C12 -1.81 0.30 0.35  -0.351
C13 -2.30 1.06 -0.83  0.206
O3 -3.23 1.83 -0.75  -0.560
C14 -1.60 0.84 -2.13  -0.428
C15 -0.57 0.00 -2.22  -0.255
C16 -0.09 -0.75 -1.04  0.437
O4 0.85 -1.52 -1.13  -0.559
H21 -0.42 -1.10 1.10  0.451
H22 -2.34 0.48 1.28  0.639
H23 -1.97 1.41 -2.97  0.416
H24 -0.04 -0.17 -3.15  0.466
C17 -3.63 -2.41 4.59  -0.423
C18 -4.81 -2.32 5.19  -0.478
C19 -6.04 -1.98 4.42  0.547
O5 -7.11 -1.89 4.98  -0.587
C20 -5.90 -1.76 2.96  -0.138
C21 -4.72 -1.85 2.36  -0.409
C22 -3.49 -2.18 3.13  0.244
O6 -2.41 -2.24 2.59  -0.545
H25 -2.72 -2.65 5.13  0.466
H26 -4.94 -2.49 6.25  0.463
H27 -6.81 -1.51 2.42  0.362
H28 -4.59 -1.68 1.30  0.502
C23 -9.99 -1.53 2.94  -0.152
C24 -11.17 -1.42 3.54  -0.453
C25 -12.40 -1.08 2.77  0.297
O7 -13.47 -0.98 3.32  -0.540
C26 -12.25 -0.86 1.31  -0.425
C27 -11.07 -0.97 0.71  -0.411
C28 -9.85 -1.31 1.48  0.567
O8 -8.77 -1.40 0.92  -0.530
H29 -9.08 -1.77 3.48  0.381
H30 -11.30 -1.58 4.60  0.442
H31 -13.16 -0.61 0.78  0.403
H32 -10.94 -0.81 -0.35  0.414
C29 -4.56 1.32 6.23  -0.290
C30 -4.35 1.64 7.51  -0.448
C31 -3.02 2.13 7.97  0.345
O9 -2.83 2.42 9.13  -0.545
C32 -1.95 2.26 6.95  -0.355
C33 -2.16 1.94 5.68  -0.409
C34 -3.49 1.45 5.22  0.402
O10 -3.68 1.15 4.06  -0.478
H33 -5.52 0.96 5.88  0.519
H34 -5.12 1.56 8.27  0.417
H35 -0.99 2.62 7.31  0.410
H36 -1.40 2.02 4.92  0.439

Results
relative energy (zero: lowest compared OMol25 entry of this formula, charge and spin) = 0.0 kJ/mol
multiplicity = 2
max |F| = 0.9 eV/Å
HOMO-LUMO gap (spin up / spin down) = 6.37 / 7.07 eV
HOMO level (spin up / spin down) = -8.134 / -8.841 eV
LUMO level (spin up / spin down) = -1.77 / -1.77 eV

# C34H36IrN8O3P

A molecular structure, C34H36IrN8O3P in a non-equilibrium geometry (ωB97M-V/def2-TZVPD, OMol25).

Last column: Mulliken charge in e.
Cartesian coordinates (Å):
Ir1 -1.43 -0.09 -0.21  2.455
N1 5.91 0.08 7.18  -0.417
C1 5.10 0.19 6.37  -0.232
C2 4.09 0.28 5.38  0.550
C3 4.02 1.39 4.51  -0.976
C4 3.04 1.43 3.55  -0.359
C5 2.11 0.37 3.44  0.297
C6 2.17 -0.72 4.33  -0.307
C7 3.16 -0.78 5.28  -0.980
C8 1.07 0.38 2.38  1.175
C9 -0.25 0.33 2.79  0.012
C10 -0.73 0.43 4.13  -0.836
C11 -2.10 0.40 4.08  -1.352
C12 -2.43 0.28 2.71  -0.698
N2 -1.35 0.24 1.95  0.625
C13 1.50 0.43 1.05  -0.033
C14 2.86 0.50 0.60  -0.954
C15 2.83 0.56 -0.78  -1.359
C16 1.47 0.51 -1.14  -0.888
N3 0.68 0.43 -0.07  0.128
H1 4.73 2.20 4.61  0.503
H2 2.97 2.28 2.89  0.581
H3 1.46 -1.53 4.24  0.516
H4 3.22 -1.62 5.95  0.482
H5 -0.11 0.52 5.01  0.718
H6 -2.80 0.46 4.89  0.528
H7 -3.43 0.22 2.28  0.618
H8 3.73 0.49 1.23  0.713
H9 3.66 0.63 -1.45  0.555
H10 1.05 0.53 -2.14  0.588
O1 -1.10 2.67 -6.72  -0.491
C17 -1.37 1.30 -6.59  -0.556
C18 -1.49 0.94 -5.14  0.136
C19 -1.72 -0.36 -4.72  -1.146
C20 -1.77 -0.63 -3.37  -0.395
N4 -1.64 0.33 -2.44  0.164
C21 -1.47 1.60 -2.83  0.138
C22 -1.37 1.93 -4.17  -0.506
C23 -1.46 2.61 -1.75  0.343
C24 -1.26 3.96 -1.99  -0.726
C25 -1.34 4.87 -0.94  0.487
C26 -1.14 6.33 -1.23  -0.734
O2 -0.22 6.45 -2.29  -0.517
C27 -1.61 4.39 0.33  -1.122
C28 -1.78 3.02 0.49  -0.360
N5 -1.72 2.16 -0.52  -0.182
H11 -0.99 2.91 -7.64  0.339
H12 -0.58 0.68 -7.04  0.369
H13 -2.30 1.03 -7.10  0.373
H14 -1.86 -1.16 -5.44  0.520
H15 -1.92 -1.63 -3.01  0.608
H16 -1.20 2.94 -4.49  0.745
H17 -1.03 4.33 -2.98  0.642
H18 -0.80 6.86 -0.33  0.399
H19 -2.12 6.76 -1.50  0.321
H20 -0.05 7.38 -2.47  0.327
H21 -1.66 5.04 1.19  0.499
H22 -2.00 2.61 1.47  0.456
O3 -3.82 -0.19 -0.07  -0.494
H23 -4.29 0.60 -0.39  0.291
H24 -4.38 -0.95 -0.28  0.270
C29 0.41 -5.23 -1.24  -0.884
N6 1.32 -4.11 -1.03  0.257
C30 1.87 -4.17 0.32  -0.835
N7 0.79 -4.12 1.30  0.508
C31 -0.13 -5.24 1.09  -0.880
N8 -0.67 -5.17 -0.26  0.250
C32 -1.60 -4.10 -0.47  -1.206
P1 -0.74 -2.41 -0.26  1.317
C33 0.74 -2.84 -1.36  -1.097
C34 0.13 -2.86 1.37  -0.919
H25 0.95 -6.17 -1.11  0.332
H26 0.01 -5.21 -2.26  0.362
H27 2.56 -3.34 0.47  0.382
H28 2.41 -5.11 0.43  0.308
H29 -0.94 -5.21 1.81  0.369
H30 0.42 -6.18 1.20  0.348
H31 -2.41 -4.17 0.26  0.497
H32 -2.02 -4.16 -1.47  0.419
H33 1.49 -2.04 -1.23  0.481
H34 0.42 -2.84 -2.40  0.491
H35 -0.62 -2.86 2.17  0.647
H36 0.86 -2.07 1.57  0.000

Results
relative energy (zero: lowest compared OMol25 entry of this formula, charge and spin) = 141.5 kJ/mol
multiplicity = 2
total charge = +3
max |F| = 3.3 eV/Å
HOMO-LUMO gap (spin up / spin down) = 6.39 / 3.68 eV
HOMO level (spin up / spin down) = -15.567 / -15.566 eV
LUMO level (spin up / spin down) = -9.18 / -11.89 eV